85
Properties=species:S:1:pos:R:3:forces:R:3 method="wB97M-V/def2-TZVPD" e_above_lowest_ev=0.398 total_charge=-2 e_tot_ha=-3815.760293 gap_ev=7.30 lumo_energy_ev=4.1 molar_mass_g_mol=1129.0
Ir -0.8838 -0.1086 3.5480 0.85 -0.36 0.11
C 1.0480 -1.7580 -0.3626 0.09 -0.04 -0.08
C -0.3070 -2.0553 -1.0186 -0.03 0.06 0.04
C -1.4876 -1.6905 -0.1108 0.02 -0.01 -0.03
Sb -2.6039 0.1415 -0.2748 -0.02 -0.12 -0.13
C -3.7291 -0.5694 -2.0147 -0.10 0.03 0.07
C -3.5338 -1.7989 -2.6415 0.03 0.01 0.01
C -4.2799 -2.1734 -3.7547 0.00 0.01 0.00
C -5.2453 -1.3204 -4.2679 0.00 0.01 0.00
C -5.4577 -0.0900 -3.6585 0.00 0.00 -0.01
C -4.7083 0.2720 -2.5480 0.01 0.01 0.02
C -1.4478 1.4248 -1.5636 0.10 -0.09 -0.01
C -0.8808 2.5619 -0.9928 0.08 0.02 -0.04
C -0.1667 3.4677 -1.7657 0.00 0.01 0.02
C -0.0309 3.2617 -3.1307 -0.01 0.01 -0.01
C -0.6027 2.1394 -3.7159 -0.08 0.07 0.02
C -1.2977 1.2235 -2.9359 -0.04 -0.01 0.01
Sb 2.0518 0.0497 -0.9603 -0.01 0.12 0.00
C 2.4236 -0.8350 -2.9319 0.02 -0.08 -0.04
C 3.1401 -2.0215 -3.1057 -0.02 0.01 -0.01
C 3.2971 -2.5955 -4.3599 0.00 -0.01 -0.01
C 2.7315 -1.9945 -5.4787 0.00 -0.01 0.00
C 2.0147 -0.8172 -5.3288 0.00 0.00 0.01
C 1.8681 -0.2470 -4.0675 0.02 0.09 0.03
C 3.9678 -0.6253 -0.2368 -0.01 0.00 -0.01
C 5.1275 -0.3094 -0.9418 0.00 -0.01 -0.01
C 6.3756 -0.7254 -0.4970 0.01 -0.01 0.01
C 6.4803 -1.4694 0.6710 0.01 0.00 -0.02
C 5.3337 -1.7854 1.3867 -0.01 -0.01 0.01
C 4.0870 -1.3643 0.9397 -0.02 0.04 -0.02
H 1.7699 -2.5404 -0.6096 -0.01 0.00 0.03
H 0.9455 -1.7276 0.7191 0.03 0.02 0.14
H -0.3499 -3.1367 -1.1953 -0.03 0.01 -0.03
H -0.3896 -1.6001 -2.0133 0.02 0.05 0.01
H -1.1682 -1.7249 0.9262 -0.03 0.01 0.07
H -2.2899 -2.4290 -0.1922 0.01 -0.01 0.04
H -2.7778 -2.4804 -2.2699 -0.01 0.00 -0.01
H -4.1002 -3.1342 -4.2241 0.00 0.00 0.00
H -5.8265 -1.6093 -5.1360 0.00 0.00 0.00
H -6.2079 0.5880 -4.0504 0.00 0.00 0.00
H -4.8847 1.2410 -2.0896 -0.01 -0.01 0.00
H -0.9467 2.7273 0.0725 0.02 0.01 0.13
H 0.2977 4.3205 -1.2859 0.00 0.00 0.00
H 0.5278 3.9657 -3.7370 0.00 0.00 0.00
H -0.4997 1.9708 -4.7828 -0.01 -0.01 0.01
H -1.7300 0.3481 -3.4082 0.00 0.01 0.00
H 3.5901 -2.5055 -2.2445 0.00 0.00 0.00
H 3.8593 -3.5171 -4.4653 0.00 0.00 0.00
H 2.8485 -2.4436 -6.4585 0.00 0.00 0.00
H 1.5644 -0.3405 -6.1928 0.00 0.00 0.00
H 1.3037 0.6759 -3.9654 0.12 -0.15 -0.01
H 5.0593 0.2608 -1.8636 0.00 0.00 0.00
H 7.2651 -0.4691 -1.0622 0.00 0.00 0.00
H 7.4520 -1.7951 1.0248 0.00 0.00 0.00
H 5.4032 -2.3529 2.3073 0.00 0.01 0.00
H 3.2075 -1.5943 1.5282 -0.02 0.03 0.03
N -3.0832 -2.2684 3.0077 0.01 -0.06 0.00
C -2.2592 -1.4721 3.1965 -0.03 0.21 0.08
Cl -1.1781 7.0251 3.3984 0.00 0.00 0.00
C -1.5306 5.3186 3.6182 -0.01 -0.01 -0.01
C -1.2870 4.7290 4.8452 0.00 0.01 0.00
C -1.5726 3.3831 5.0126 0.00 -0.02 0.00
C -2.1012 2.6142 3.9775 0.02 0.00 -0.05
C -2.3937 1.1582 4.1424 0.02 0.09 -0.16
C -2.3270 3.2450 2.7534 -0.01 0.00 0.02
C -2.0431 4.5875 2.5624 -0.01 0.01 0.01
H -0.8664 5.3143 5.6524 0.00 0.00 0.00
H -1.3559 2.9065 5.9618 0.00 0.00 0.00
H -3.2891 0.9141 3.5654 -0.01 -0.02 0.03
H -2.6026 0.9327 5.1935 0.02 0.01 0.04
H -2.7129 2.6569 1.9281 0.00 0.00 0.00
H -2.2045 5.0582 1.6016 0.00 0.00 0.00
C -0.2892 -3.5242 5.0311 0.03 0.00 -0.06
S 0.7147 -2.0871 4.7621 -0.01 -0.17 0.06
O -0.0345 -0.9723 5.4216 -0.58 -0.02 0.01
O 2.0053 -2.3590 5.3360 -0.05 0.02 0.15
O 0.7025 -1.8385 3.3120 0.14 0.20 -0.09
H -0.4276 -3.6343 6.1043 0.00 -0.01 0.01
H 0.2406 -4.3831 4.6234 0.01 0.01 -0.01
H -1.2398 -3.3792 4.5210 -0.01 0.01 0.03
O 2.0247 0.6880 1.9218 0.19 -0.14 -0.20
S 0.8587 1.4898 2.2371 -0.14 -0.04 -0.60
O 0.9040 2.8220 1.6917 -0.17 0.11 0.01
O -0.4116 0.7223 1.7030 -0.48 0.32 0.03
O 0.5528 1.4674 3.7060 0.08 -0.24 0.33